Entry from OMol25: a 2-piece molecular cluster, CH7NO overall (ωB97M-V/def2-TZVPD).

XYZ file:
```
10
Properties=species:S:1:pos:R:3
C 0.92 -0.66 -0.02
H 0.75 -1.04 1.00
H 0.30 -1.29 -0.73
H 1.97 -0.91 -0.21
H 0.85 1.27 0.81
H 0.92 1.29 -0.73
H -2.64 0.66 -0.36
H -1.34 0.08 0.20
N 0.54 0.78 0.00
O -2.27 -0.17 0.04
```

Output
**HOMO**: -0.367 hartree
**Gap between HOMO and LUMO**: 10.96 eV
**Maximum force**: 0.0485 hartree/bohr
**M**: 49.073 g mol⁻¹
**ΔE to the lowest compared entry with this formula, charge and spin**: 3.2 kcal per mole
**Structure (SMILES)**: CN.O

Entry from OMol25: CH7NO as an isolated structure (ωB97M-V/def2-TZVPD).

XYZ file:
```
10
Properties=species:S:1:pos:R:3
C -1.42 -0.43 0.17
H 2.87 -1.11 -0.28
H 2.10 0.27 -0.39
H -0.57 1.04 -0.86
H -0.65 1.50 0.73
H -1.50 -0.76 1.16
H -2.40 -0.06 -0.25
H -1.14 -1.17 -0.56
N -0.38 0.69 0.09
O 3.08 0.03 0.20
```

Output
**HOMO**: -0.364 hartree
**Gap between HOMO and LUMO**: 10.59 eV
**Maximum force**: 0.1797 hartree/bohr
**M**: 49.073 g mol⁻¹
**ΔE to the lowest compared entry with this formula, charge and spin**: 53.7 kcal per mole

Entry from OMol25: a 2-piece molecular cluster, CH7NO overall (ωB97M-V/def2-TZVPD).

XYZ file:
```
10
Properties=species:S:1:pos:R:3
C -1.29 0.31 -0.01
H 2.52 1.00 -0.19
H 1.50 -0.14 0.15
H -0.13 -1.22 0.75
H -0.21 -1.22 -0.82
H -1.08 1.16 -0.67
H -2.27 -0.16 -0.17
H -1.33 0.87 0.96
N -0.23 -0.60 -0.02
O 2.50 0.00 0.01
```

Output
**HOMO**: -0.360 hartree
**Gap between HOMO and LUMO**: 10.73 eV
**Maximum force**: 0.0564 hartree/bohr
**M**: 49.073 g mol⁻¹
**ΔE to the lowest compared entry with this formula, charge and spin**: 5.2 kcal per mole
**Structure (SMILES)**: CN.O

Entry from OMol25: a 3-piece molecular cluster, CH7NO2 overall (ωB97M-V/def2-TZVPD).

XYZ file:
```
11
Properties=species:S:1:pos:R:3
C -0.29 0.12 3.43
N -0.44 1.33 2.79
H -1.18 -0.54 3.50
H 0.60 -0.08 3.99
H 0.55 1.61 2.80
H 0.90 0.46 -4.11
H -0.44 0.80 -4.81
O 0.19 0.13 -4.55
H 0.14 -1.11 -1.74
H -0.22 -1.80 -0.45
O 0.21 -0.92 -0.85
```

Output
**⟨S²⟩**: 0.753
**Multiplicity**: 2
**HOMO (spin up / spin down)**: 0.042 / -0.159 hartree
**Gap between HOMO and LUMO (spin up / spin down)**: 2.19 / 7.54 eV
**Maximum force**: 0.0867 hartree/bohr
**M**: 65.072 g mol⁻¹
**ΔE to the lowest compared entry with this formula, charge and spin**: 19.0 kcal per mole
**Charge**: -1

Entry from OMol25: a 3-piece molecular cluster, CH7NO4 overall (ωB97M-V/def2-TZVPD).

XYZ file:
```
13
Properties=species:S:1:pos:R:3
N -0.55 -0.03 1.49
C -0.46 1.30 1.31
O 0.51 1.59 0.37
O -1.07 2.17 1.88
H -1.34 -0.37 2.01
H -0.15 -0.62 0.77
H 0.43 2.53 0.12
H -1.19 -1.35 -2.81
H -0.26 -1.49 -1.59
O -1.17 -1.26 -1.85
H 2.28 -1.39 -0.61
H 1.57 -0.06 -0.51
O 1.39 -1.02 -0.57
```

Output
**HOMO**: -0.382 hartree
**Gap between HOMO and LUMO**: 10.73 eV
**Maximum force**: 0.0139 hartree/bohr
**M**: 97.070 g mol⁻¹
**ΔE to the lowest compared entry with this formula, charge and spin**: 1.6 kcal per mole
**Structure (SMILES)**: NC(=O)O.O.O

Entry from OMol25: a 3-piece molecular cluster, CH7NO4 overall (ωB97M-V/def2-TZVPD).

XYZ file:
```
13
Properties=species:S:1:pos:R:3
N 1.62 -0.75 0.33
C 1.03 -1.88 -0.09
O -0.27 -1.89 -0.33
O 1.74 -2.90 -0.08
H 2.61 -0.50 0.29
H 1.03 0.09 0.40
H -0.38 -2.56 -1.04
H -1.09 3.38 -1.06
H -1.56 1.99 -1.05
O -1.07 2.61 -1.63
H -1.72 1.19 1.84
H -0.98 0.13 1.21
O -0.98 1.09 1.22
```

Output
**⟨S²⟩**: 0.756
**Multiplicity**: 2
**HOMO (spin up / spin down)**: -0.517 / -0.517 hartree
**Gap between HOMO and LUMO (spin up / spin down)**: 9.42 / 3.73 eV
**Maximum force**: 0.0735 hartree/bohr
**M**: 97.070 g mol⁻¹
**ΔE to the lowest compared entry with this formula, charge and spin**: 27.0 kcal per mole
**Charge**: +1

Entry from OMol25: a 2-piece molecular cluster, CH7NOS overall (ωB97M-V/def2-TZVPD).

XYZ file:
```
11
Properties=species:S:1:pos:R:3
S -1.68 -2.93 -2.84
H -1.04 -4.01 -3.26
H -0.94 -1.94 -3.47
N 0.49 0.30 0.81
C 0.67 1.28 1.66
O -0.11 2.51 1.38
H -0.46 0.04 0.66
H 1.12 -0.42 0.63
H 1.70 1.55 1.45
H 0.32 1.11 2.63
H -0.07 2.50 0.34
```

Output
**HOMO**: -0.343 hartree
**Gap between HOMO and LUMO**: 10.02 eV
**Maximum force**: 0.1031 hartree/bohr
**M**: 81.140 g mol⁻¹
**ΔE to the lowest compared entry with this formula, charge and spin**: 24.8 kcal per mole
**Structure (SMILES)**: NCO.S

Entry from OMol25: CH7NOSi2 as an isolated structure (ωB97M-V/def2-TZVPD).

XYZ file:
```
12
Properties=species:S:1:pos:R:3
C 0.71 0.30 0.33
N -0.10 1.18 0.36
O -1.36 1.20 0.08
Si 2.53 0.21 -0.03
Si -2.19 -0.27 0.04
H -0.56 -1.22 0.07
H 2.46 0.07 -1.63
H 3.37 1.14 0.64
H 3.03 -1.06 0.32
H -3.41 0.39 -0.41
H -2.00 -1.08 -1.24
H -2.48 -0.86 1.47
```

Output
**HOMO**: -0.318 hartree
**Gap between HOMO and LUMO**: 8.01 eV
**Maximum force**: 0.0611 hartree/bohr
**M**: 105.245 g mol⁻¹
**ΔE to the lowest compared entry with this formula, charge and spin**: 137.2 kcal per mole

Entry from OMol25: a 2-piece molecular cluster, CH7NS overall (ωB97M-V/def2-TZVPD).

XYZ file:
```
10
Properties=species:S:1:pos:R:3
S 1.66 0.09 -0.04
H 2.69 -0.62 0.42
C -1.87 0.60 -0.38
N -1.23 -0.56 0.25
H -1.15 1.04 -1.05
H -2.76 0.23 -0.90
H -2.28 1.22 0.41
H 0.38 -0.33 0.49
H -1.27 -1.36 -0.35
H -1.58 -0.84 1.15
```

Output
**HOMO**: -0.316 hartree
**Gap between HOMO and LUMO**: 9.49 eV
**Maximum force**: 0.0336 hartree/bohr
**M**: 65.141 g mol⁻¹
**ΔE to the lowest compared entry with this formula, charge and spin**: 18.7 kcal per mole
**Structure (SMILES)**: CN.S

Entry from OMol25: CH7NS as an isolated structure (ωB97M-V/def2-TZVPD).

XYZ file:
```
10
Properties=species:S:1:pos:R:3
S 2.39 0.43 0.09
H 3.61 -0.01 0.33
C -1.20 -0.11 -0.65
N -0.36 -0.01 0.59
H -0.98 0.77 -1.22
H -1.00 -1.03 -1.19
H -2.25 -0.04 -0.40
H 0.87 0.41 0.19
H -0.20 -0.93 0.98
H -0.87 0.52 1.28
```

Output
**HOMO**: -0.289 hartree
**Gap between HOMO and LUMO**: 8.37 eV
**Maximum force**: 0.0500 hartree/bohr
**M**: 65.141 g mol⁻¹
**ΔE to the lowest compared entry with this formula, charge and spin**: 45.9 kcal per mole

Entry from OMol25: a 2-piece molecular cluster, CH7NS2 overall (ωB97M-V/def2-TZVPD).

XYZ file:
```
11
Properties=species:S:1:pos:R:3
N -2.41 0.36 2.64
H -2.31 0.69 3.60
H -3.39 0.32 2.36
H -2.08 -0.59 2.81
C 1.26 1.03 -1.11
S 1.69 -0.35 -2.34
S 2.26 -2.30 -2.19
H 0.83 1.87 -1.65
H 2.24 1.29 -0.73
H 0.60 0.51 -0.41
H 1.30 -2.84 -2.96
```

Output
**HOMO**: -0.307 hartree
**Gap between HOMO and LUMO**: 8.48 eV
**Maximum force**: 0.0696 hartree/bohr
**M**: 97.208 g mol⁻¹
**ΔE to the lowest compared entry with this formula, charge and spin**: 33.4 kcal per mole
**Structure (SMILES)**: CSS.N

Entry from OMol25: a 3-piece molecular cluster, CH7O2S overall (ωB97M-V/def2-TZVPD).

XYZ file:
```
11
Properties=species:S:1:pos:R:3
C 1.64 1.36 0.26
S -0.13 1.58 -0.06
H 1.90 1.10 1.29
H 2.11 0.58 -0.36
H 2.16 2.27 -0.02
H -2.41 -1.30 0.13
H -2.60 -0.80 -1.30
O -3.02 -1.35 -0.63
H -0.35 -0.53 0.33
H 0.76 -1.44 -0.07
O -0.05 -1.48 0.45
```

Output
**HOMO**: -0.105 hartree
**Gap between HOMO and LUMO**: 7.09 eV
**Maximum force**: 0.0141 hartree/bohr
**M**: 83.132 g mol⁻¹
**ΔE to the lowest compared entry with this formula, charge and spin**: 6.2 kcal per mole
**Charge**: -1